{
  "formula": "C44H115N9O13",
  "method": "ωB97M-V with the def2-TZVPD basis set",
  "e_homo_ev": -8.34,
  "largest_force_ev_per_a": 4.87,
  "smiles": "COC[C@H](C)N.COC[C@H](C)N.COC[C@H](C)N.COC[C@H](C)N.COC[C@H](C)N.COCCNCCOC.COCCNCCOC.COCCNCCOC.COCCNCCOC",
  "e_above_lowest_kj_mol": 704.5,
  "orbital_gap_ev": 8.959,
  "symbols": ["C", "O", "C", "C", "C", "N", "H", "H", "H", "H", "H", "H", "H", "H", "H", "H", "H", "C", "O", "C", "C", "C", "N", "H", "H", "H", "H", "H", "H", "H", "H", "H", "H", "H", "C", "O", "C", "C", "C", "N", "H", "H", "H", "H", "H", "H", "H", "H", "H", "H", "H", "C", "O", "C", "C", "C", "N", "H", "H", "H", "H", "H", "H", "H", "H", "H", "H", "H", "C", "O", "C", "C", "C", "N", "H", "H", "H", "H", "H", "H", "H", "H", "H", "H", "H", "C", "O", "C", "C", "N", "C", "C", "O", "C", "H", "H", "H", "H", "H", "H", "H", "H", "H", "H", "H", "H", "H", "H", "H", "C", "O", "C", "C", "N", "C", "C", "O", "C", "H", "H", "H", "H", "H", "H", "H", "H", "H", "H", "H", "H", "H", "H", "H", "C", "O", "C", "C", "N", "C", "C", "O", "C", "H", "H", "H", "H", "H", "H", "H", "H", "H", "H", "H", "H", "H", "H", "H", "C", "O", "C", "C", "N", "C", "C", "O", "C", "H", "H", "H", "H", "H", "H", "H", "H", "H", "H", "H", "H", "H", "H", "H"],
  "xyz": [[3.65, 1.98, 0.78], [4.47, 2.88, -0.01], [4.72, 4.12, 0.64], [5.77, 4.99, -0.07], [7.02, 4.32, -0.07], [6.05, 6.24, 0.62], [3.46, 1.00, 0.35], [2.74, 2.57, 0.94], [4.07, 1.93, 1.78], [3.84, 4.76, 0.55], [4.91, 4.06, 1.71], [5.65, 5.28, -1.11], [6.85, 3.25, -0.16], [7.43, 4.32, 0.94], [7.82, 4.58, -0.77], [6.43, 6.17, 1.55], [5.18, 6.76, 0.71], [-7.01, -1.33, 6.30], [-5.75, -1.98, 6.38], [-4.65, -1.05, 6.40], [-3.30, -1.73, 6.30], [-3.09, -2.76, 7.40], [-2.20, -0.82, 6.52], [-7.21, -0.54, 7.02], [-7.92, -1.93, 6.32], [-7.14, -0.75, 5.38], [-4.75, -0.33, 5.59], [-4.67, -0.29, 7.18], [-3.09, -2.27, 5.39], [-2.62, -2.41, 8.32], [-2.39, -3.55, 7.12], [-4.02, -3.31, 7.55], [-2.33, -0.19, 7.30], [-1.30, -1.27, 6.52], [-4.12, 0.69, -1.49], [-4.91, 0.62, -0.28], [-6.13, -0.06, -0.58], [-7.05, -0.08, 0.66], [-6.48, -0.99, 1.84], [-8.33, -0.66, 0.36], [-4.55, 1.45, -2.14], [-3.99, -0.31, -1.90], [-3.12, 1.07, -1.29], [-6.60, 0.37, -1.47], [-5.98, -1.07, -0.94], [-7.19, 0.93, 1.06], [-5.53, -0.61, 2.21], [-6.40, -2.02, 1.50], [-7.23, -0.92, 2.63], [-8.95, -0.30, 1.08], [-8.61, -0.27, -0.53], [2.00, 4.48, 4.26], [0.66, 4.16, 3.91], [0.44, 2.79, 3.59], [-0.20, 2.04, 4.84], [-1.33, 2.70, 5.57], [0.86, 1.84, 5.78], [2.59, 3.76, 4.84], [2.05, 5.36, 4.90], [2.52, 4.58, 3.31], [-0.16, 2.81, 2.67], [1.34, 2.20, 3.48], [-0.41, 1.02, 4.53], [-2.24, 2.70, 4.96], [-0.99, 3.63, 6.02], [-1.51, 2.06, 6.43], [1.26, 2.74, 5.98], [0.41, 1.62, 6.66], [-0.83, 5.97, -5.36], [-1.49, 6.32, -4.11], [-1.22, 7.61, -3.63], [-2.20, 8.50, -4.30], [-2.07, 9.91, -3.78], [-3.53, 8.17, -3.82], [-0.98, 6.62, -6.22], [-1.48, 5.13, -5.61], [0.22, 5.68, -5.34], [-1.34, 7.66, -2.55], [-0.17, 7.91, -3.73], [-2.08, 8.50, -5.39], [-2.88, 10.53, -4.17], [-1.12, 10.39, -4.00], [-2.12, 10.01, -2.70], [-4.22, 8.61, -4.40], [-3.47, 7.25, -4.24], [-2.30, -4.45, -0.65], [-1.71, -5.71, -0.89], [-2.55, -6.53, -1.64], [-2.28, -8.00, -1.39], [-3.00, -8.95, -2.21], [-2.57, -10.26, -1.91], [-3.26, -11.36, -2.67], [-2.85, -11.24, -4.01], [-3.51, -12.20, -4.87], [-1.85, -4.27, 0.33], [-3.36, -4.48, -0.44], [-2.03, -3.68, -1.37], [-2.44, -6.41, -2.72], [-3.57, -6.38, -1.28], [-2.61, -8.20, -0.37], [-1.20, -8.15, -1.33], [-2.93, -8.74, -3.20], [-2.66, -10.52, -0.85], [-1.53, -10.47, -2.16], [-4.33, -11.30, -2.47], [-3.06, -12.33, -2.21], [-4.57, -11.97, -4.98], [-3.30, -13.20, -4.50], [-3.17, -12.17, -5.91], [5.12, 0.38, -2.41], [4.59, 0.71, -3.67], [3.72, 1.84, -3.81], [4.34, 3.24, -3.70], [5.17, 3.61, -4.86], [4.51, 3.60, -6.17], [5.42, 4.31, -7.26], [4.83, 3.91, -8.49], [5.30, 4.58, -9.59], [4.22, -0.02, -1.94], [5.66, 1.12, -1.81], [5.72, -0.52, -2.38], [2.85, 1.74, -3.15], [3.24, 1.75, -4.78], [4.92, 3.29, -2.78], [3.49, 3.91, -3.77], [6.07, 3.15, -4.83], [3.56, 4.13, -6.08], [4.20, 2.62, -6.53], [6.43, 3.91, -7.21], [5.34, 5.39, -7.11], [6.39, 4.60, -9.53], [4.67, 5.46, -9.75], [5.12, 4.05, -10.53], [1.56, -4.81, -1.19], [2.21, -3.82, -0.36], [2.93, -4.42, 0.68], [3.23, -3.35, 1.84], [2.04, -2.98, 2.65], [1.79, -4.01, 3.61], [2.56, -3.98, 4.90], [3.31, -5.16, 5.27], [4.66, -5.30, 4.83], [2.29, -5.47, -1.66], [1.20, -4.20, -2.01], [0.85, -5.23, -0.47], [3.87, -4.58, 0.16], [2.67, -5.38, 1.14], [3.56, -2.42, 1.39], [4.01, -3.68, 2.53], [1.34, -2.91, 1.92], [1.93, -5.03, 3.26], [0.74, -3.96, 3.90], [1.79, -3.95, 5.67], [3.17, -3.07, 4.98], [5.06, -6.30, 4.99], [5.28, -4.55, 5.31], [4.64, -5.19, 3.74], [-2.19, -1.15, 2.36], [-0.88, -0.84, 1.91], [-0.32, -1.54, 0.80], [1.01, -0.84, 0.36], [0.90, 0.24, -0.59], [0.16, 1.30, 0.00], [-0.09, 2.44, -1.10], [1.02, 3.28, -1.43], [0.86, 4.09, -2.53], [-2.84, -0.79, 1.55], [-2.43, -0.66, 3.30], [-2.25, -2.23, 2.54], [-1.09, -1.46, 0.03], [-0.22, -2.60, 1.01], [1.62, -1.60, -0.13], [1.53, -0.53, 1.26], [1.78, 0.47, -1.03], [0.47, 1.72, 0.96], [-0.86, 0.97, 0.21], [-0.89, 3.05, -0.70], [-0.51, 1.99, -2.01], [1.83, 4.55, -2.72], [0.07, 4.83, -2.40], [0.63, 3.39, -3.34]]
}